No. 1
{"formula": "C28H40BrCl6F10KLiNNaO9", "method": "the ωB97M-V functional and the def2-TZVPD basis", "total_energy_ha": -8926.11231, "total_charge": -1, "orbital_gap_ev": 2.9, "e_homo_ev": -4.05, "species": ["Br", "K", "Cl", "Cl", "Cl", "Cl", "Cl", "Cl", "Na", "F", "F", "F", "F", "F", "F", "F", "F", "F", "F", "O", "O", "O", "O", "O", "O", "O", "O", "O", "N", "C", "C", "C", "C", "C", "C", "C", "C", "C", "C", "C", "C", "C", "C", "C", "C", "C", "C", "C", "C", "C", "C", "C", "C", "C", "C", "C", "C", "Li", "H", "H", "H", "H", "H", "H", "H", "H", "H", "H", "H", "H", "H", "H", "H", "H", "H", "H", "H", "H", "H", "H", "H", "H", "H", "H", "H", "H", "H", "H", "H", "H", "H", "H", "H", "H", "H", "H", "H", "H"], "xyz": [[-0.525, -1.729, -3.967], [-0.360, 7.923, -5.107], [0.053, -2.400, -6.316], [-2.538, 7.944, 2.433], [-0.159, 6.913, 1.159], [-2.614, 7.404, -0.388], [-2.470, 5.214, 1.472], [0.385, 7.353, -1.556], [2.956, -1.085, 5.585], [0.587, 5.872, -5.120], [0.064, 2.859, -0.897], [-0.318, 4.176, -6.080], [2.216, -5.170, -2.299], [-1.393, 5.182, -4.454], [-1.333, 2.447, -4.153], [1.449, 3.164, -4.653], [-1.196, 4.365, -1.796], [1.254, 4.522, -3.006], [0.405, 1.625, -3.151], [-1.541, -7.321, -0.825], [2.032, -0.876, -2.292], [-0.311, 2.101, 4.876], [-0.980, 1.186, 1.464], [3.829, 5.784, 1.378], [-4.522, -1.474, -1.252], [-1.166, -6.443, -2.767], [-1.886, -8.477, -2.623], [-2.707, -2.081, -2.403], [-1.535, -7.420, -2.078], [-0.906, 3.024, -1.832], [1.458, -1.278, -1.282], [0.546, 3.833, -3.883], [-2.171, 2.276, -1.395], [-0.120, -4.269, 3.790], [1.569, -2.333, 3.948], [-1.201, -3.731, -1.754], [3.179, 3.880, 0.118], [0.281, -0.571, -0.689], [-1.880, 0.121, 1.674], [-0.212, 4.749, -4.905], [1.138, -4.315, -2.572], [-2.340, -0.311, -0.842], [-0.378, 2.726, -3.250], [-1.267, -2.232, -2.133], [0.990, -3.468, 3.113], [0.267, -4.912, 5.121], [0.556, -1.246, 4.302], [-2.352, 0.829, -1.921], [-1.926, 6.873, 1.152], [-3.363, -1.336, -1.495], [-2.983, -0.055, 0.547], [-1.106, -1.222, -0.967], [-2.074, 1.419, 2.550], [3.874, 5.205, 0.320], [4.626, 5.777, -0.858], [1.390, -5.938, 4.989], [0.207, -4.205, -1.355], [3.974, -0.912, -2.051], [2.314, -5.484, 4.623], [1.106, -6.737, 4.303], [-1.652, 0.525, -2.706], [5.420, 5.091, -1.162], [2.679, 3.589, 1.041], [0.249, 0.490, -0.960], [0.551, -4.144, 5.850], [-1.933, -3.906, -0.952], [0.141, -0.807, 3.408], [-1.287, 1.755, 3.318], [2.017, -2.736, 4.869], [-0.614, -5.410, 5.531], [-1.234, -1.893, -0.084], [-0.448, -5.050, 3.099], [-3.348, 0.784, -2.385], [-2.644, 2.139, 1.955], [2.391, -1.867, 3.377], [-1.503, -4.286, -2.646], [0.428, -0.585, 0.404], [0.597, -3.052, 2.184], [0.092, -5.239, -0.987], [2.432, 3.968, -0.672], [5.072, 6.727, -0.573], [0.109, 2.968, 4.875], [1.528, -3.353, -2.930], [1.024, -0.442, 4.870], [0.538, -4.724, -3.394], [3.912, 3.112, -0.145], [1.608, -6.389, 5.959], [1.905, -2.170, -0.790], [-3.020, 2.886, -1.736], [1.798, -4.143, 2.821], [0.636, -3.634, -0.523], [-0.259, -1.639, 4.908], [-3.588, 0.853, 0.596], [-3.515, -0.936, 0.918], [3.939, 5.945, -1.689], [-2.207, 2.343, -0.300], [-0.991, -3.626, 3.949], [-1.530, -0.782, 2.183]], "forces_ev_per_a": [[-0.428, -0.920, 2.174], [-0.439, 1.331, 0.952], [0.718, 0.089, -1.946], [-0.049, 0.012, 0.047], [-0.841, -0.162, 1.012], [-0.065, -0.005, 0.123], [0.001, 0.016, 0.038], [0.470, 0.407, -2.273], [-0.129, 0.595, 0.115], [-0.020, -1.640, 0.115], [0.502, -0.299, -0.663], [-0.560, -0.049, -0.027], [0.085, 0.253, 0.132], [0.437, -0.024, -0.493], [-0.367, 0.332, 0.209], [-0.089, 0.187, -0.134], [0.059, -0.051, -0.355], [-0.394, 0.233, 0.255], [-0.095, 0.094, 0.075], [0.058, 0.090, 0.025], [1.275, 0.204, 0.669], [0.418, -0.515, -0.149], [-0.290, -1.423, -0.405], [0.094, 0.002, 0.078], [-0.404, 0.348, -0.101], [0.022, -0.221, -0.076], [0.002, 0.041, 0.047], [-0.647, -0.134, 0.257], [0.021, -0.084, 0.065], [-1.619, 0.737, 1.098], [-0.065, 0.608, -0.387], [0.118, -0.806, -0.672], [-0.105, -0.049, -0.581], [-0.203, 0.098, 0.106], [-0.143, 0.261, -0.261], [1.293, 1.063, -0.538], [-0.100, 0.004, 0.230], [-0.263, 0.039, 0.213], [-1.517, 2.882, 0.497], [0.973, 0.427, 0.727], [-0.922, 0.328, -0.048], [-1.820, -1.337, -1.616], [1.389, -0.485, 0.297], [-1.965, 1.551, -0.248], [0.247, -0.334, -0.013], [0.098, -0.107, -0.132], [0.331, -0.456, 0.379], [-0.431, 0.016, 0.835], [0.452, -0.135, 0.099], [1.616, -0.195, -0.253], [2.991, -0.033, 1.681], [0.649, -1.327, 2.529], [3.269, -0.552, -2.631], [-0.078, 0.062, 0.038], [0.036, 0.168, 0.098], [-0.034, 0.078, 0.196], [-0.093, -0.973, -0.257], [-0.950, -0.095, -0.578], [0.001, -0.049, -0.039], [0.044, 0.029, -0.041], [-0.094, 0.209, 0.180], [-0.095, -0.048, -0.134], [-0.022, 0.037, -0.026], [0.384, -0.330, -0.318], [-0.059, 0.000, 0.011], [0.216, 0.013, -0.178], [-0.042, 0.343, -0.133], [-1.762, -0.518, 0.952], [-0.132, -0.620, -0.040], [-0.005, 0.064, 0.027], [0.042, 0.139, -0.272], [0.032, 0.038, -0.007], [0.299, 0.152, 0.017], [-0.781, -0.018, 1.130], [0.007, -0.110, -0.075], [-0.094, -0.012, 0.353], [-0.026, 0.027, -0.231], [-0.012, 0.108, -0.056], [-0.055, 0.274, -0.116], [0.073, -0.060, -0.072], [-0.032, -0.014, 0.017], [-0.014, 0.017, -0.002], [0.163, -0.275, 0.142], [-0.501, 0.600, -0.068], [0.367, -0.165, 0.158], [-0.027, 0.032, -0.172], [0.033, -0.039, -0.043], [-0.524, 0.217, 0.135], [0.329, -0.112, -0.105], [-0.019, -0.016, -0.038], [-0.029, 0.101, -0.004], [-0.013, 0.036, 0.009], [-0.188, -0.358, -0.352], [-0.463, 0.254, -0.600], [0.019, -0.114, -0.037], [0.342, -0.126, -0.253], [0.023, -0.013, -0.040], [0.114, 0.163, -0.255]]}

---

No. 2
{"formula": "CH3NOP2S", "method": "the ωB97M-V functional and the def2-TZVPD basis", "total_energy_ha": -1250.68337, "e_above_lowest_kj_mol": 357.6, "orbital_gap_ev": [7.3, 6.6], "e_homo_ev": [-8.02, -7.74], "species": ["S", "P", "P", "O", "N", "C", "H", "H", "H"], "xyz": [[0.473, 0.836, -2.143], [-0.552, 0.082, 1.304], [-1.260, -1.425, -1.312], [-0.596, -1.176, 0.153], [0.897, 1.394, -0.720], [0.598, 1.237, 0.490], [0.722, 2.050, 1.275], [-0.434, -2.594, -1.535], [0.152, -0.405, 2.488]], "forces_ev_per_a": [[-0.568, -1.512, -0.487], [-1.220, -0.241, -1.354], [0.915, 0.678, -0.179], [0.707, 0.263, 1.819], [-0.185, 0.771, 0.587], [-0.525, 0.186, 2.210], [0.837, -0.472, -1.131], [-0.251, 0.486, -0.202], [0.290, -0.159, -1.262]]}

---

No. 3
{"formula": "C31H34BCl3F3N7S2SbZn", "method": "the ωB97M-V functional and the def2-TZVPD basis", "total_energy_ha": -6105.85346, "e_above_lowest_kj_mol": 105.7, "total_charge": 1, "orbital_gap_ev": 8.0, "e_homo_ev": -10.36, "species": ["Sb", "Zn", "Cl", "Cl", "Cl", "S", "S", "F", "F", "F", "N", "N", "N", "N", "N", "N", "N", "C", "C", "C", "C", "C", "C", "C", "C", "C", "C", "C", "C", "C", "C", "C", "C", "C", "C", "C", "C", "C", "C", "C", "C", "C", "C", "C", "C", "C", "C", "C", "B", "H", "H", "H", "H", "H", "H", "H", "H", "H", "H", "H", "H", "H", "H", "H", "H", "H", "H", "H", "H", "H", "H", "H", "H", "H", "H", "H", "H", "H", "H", "H", "H", "H", "H"], "xyz": [[1.069, 0.740, 1.156], [-0.688, -0.563, -1.320], [-1.521, 4.335, 1.501], [-2.649, 3.203, 3.959], [-4.333, 3.495, 1.575], [-2.478, 1.093, -1.737], [-0.849, -1.608, -3.574], [7.344, 0.450, 0.926], [1.310, 5.746, 4.896], [0.563, -3.374, 5.872], [-1.725, -2.026, -0.038], [-3.685, -0.272, -3.801], [0.527, 0.020, -5.233], [1.216, -1.820, -1.164], [-4.543, -0.667, -1.828], [-1.952, 0.827, 1.353], [-1.597, 0.534, -5.121], [1.261, 4.664, 4.104], [3.908, 0.429, -0.154], [5.380, 0.845, 2.160], [0.105, -3.713, -0.002], [0.323, 1.077, -6.074], [6.007, 0.544, 0.962], [-0.995, 1.390, -5.994], [-4.693, -1.176, -3.949], [0.686, -2.483, 4.876], [3.999, 0.915, 2.187], [-2.686, 3.158, 2.172], [1.126, 2.451, 2.470], [-0.415, -1.734, 4.498], [1.669, 4.774, 2.786], [3.249, 0.687, 1.039], [1.599, 3.657, 1.974], [-0.662, -0.287, -4.660], [-2.291, 1.855, 1.727], [1.363, -2.858, -0.136], [1.774, -0.645, -4.990], [-5.239, -1.421, -2.731], [-4.863, -0.546, -0.435], [0.930, -0.680, 2.793], [5.289, 0.348, -0.204], [-0.280, -0.830, 3.459], [-1.016, -3.031, 0.775], [0.798, 3.469, 4.625], [1.906, -2.343, 4.240], [-3.592, 0.019, -2.504], [2.016, -1.444, 3.194], [0.731, 2.365, 3.794], [-3.143, 0.530, -5.018], [2.223, -0.287, -4.060], [-1.353, -1.851, 5.018], [-1.724, -3.796, 1.117], [2.207, -3.513, -0.386], [-3.546, -0.006, -5.999], [3.347, 0.308, -1.074], [2.028, 5.721, 2.413], [2.454, -0.443, -5.813], [1.150, -2.280, -2.073], [5.972, 1.017, 3.045], [-3.500, 1.654, -4.885], [-6.061, -2.040, -2.440], [-1.562, 2.142, -6.501], [1.110, 1.507, -6.658], [3.496, 1.149, 3.115], [-2.326, -2.527, -0.690], [-0.603, -2.534, 1.654], [2.756, -2.915, 4.574], [0.374, 1.428, 4.196], [2.069, -1.264, -1.176], [-0.259, -3.994, -0.992], [-1.133, -0.229, 3.177], [2.969, -1.340, 2.697], [1.916, 3.729, 0.941], [0.500, 3.411, 5.660], [1.580, -2.371, 0.820], [-4.169, 0.156, 0.030], [0.375, -4.627, 0.530], [1.603, -1.719, -4.917], [-2.327, -1.482, 0.577], [-4.806, -1.519, 0.057], [-4.951, -1.568, -4.912], [-5.877, -0.156, -0.327], [5.814, 0.139, -1.123]], "forces_ev_per_a": [[1.018, 0.150, 0.600], [-0.554, -0.545, -0.357], [-0.510, -0.230, 0.176], [-0.120, -0.045, -0.492], [0.391, -0.106, 0.136], [0.784, 0.002, 0.042], [0.064, -0.319, 0.534], [-0.115, 0.030, 0.019], [0.026, -0.092, -0.070], [0.020, 0.155, -0.095], [-0.001, 0.317, -0.213], [-0.136, 0.112, 0.314], [-0.644, 0.152, 0.052], [-0.131, 0.323, -0.149], [0.344, 0.027, -0.561], [-0.261, -0.135, 0.203], [0.496, -0.197, 0.181], [-0.079, -0.156, -0.004], [-0.104, -0.040, 0.022], [0.190, -0.031, -0.043], [0.026, 0.372, 0.218], [-0.334, 0.454, -0.291], [-0.175, 0.014, -0.079], [0.528, 0.280, -0.340], [-0.450, -0.394, 0.188], [-0.023, -0.029, -0.114], [0.016, 0.026, 0.009], [-0.339, 1.399, 0.382], [-0.194, -0.494, -0.419], [0.012, -0.101, 0.210], [0.071, 0.122, 0.067], [-0.842, -0.018, -0.093], [0.088, 0.023, -0.039], [0.065, -0.465, 0.276], [0.225, -0.725, -0.182], [0.029, -0.415, 0.240], [0.381, -0.273, 0.182], [-0.131, -0.250, -0.491], [-0.205, 0.120, 0.561], [-0.092, 0.400, -0.594], [0.305, -0.016, 0.030], [-0.033, -0.001, 0.077], [0.213, -0.440, 0.077], [0.093, 0.352, 0.079], [-0.084, -0.106, 0.207], [0.381, 0.373, 0.381], [0.069, -0.008, -0.017], [0.004, -0.083, -0.021], [0.040, -0.085, 0.260], [0.028, -0.052, -0.044], [-0.075, -0.057, 0.089], [0.059, 0.142, 0.044], [-0.037, 0.148, 0.098], [-0.279, -0.127, -0.269], [0.017, 0.015, -0.090], [0.046, 0.098, -0.008], [-0.008, 0.038, -0.016], [-0.034, 0.256, -0.031], [0.071, 0.015, 0.084], [-0.080, 0.386, -0.113], [-0.163, -0.152, 0.047], [-0.057, 0.173, -0.114], [0.139, 0.075, -0.080], [0.031, 0.033, 0.109], [-0.055, 0.199, -0.037], [-0.075, -0.059, -0.058], [0.079, -0.147, 0.034], [-0.018, -0.004, 0.092], [-0.094, -0.033, -0.110], [0.024, -0.183, -0.097], [-0.037, -0.097, 0.054], [0.075, -0.036, -0.014], [0.046, 0.094, -0.063], [-0.033, 0.036, 0.109], [0.025, -0.135, -0.127], [-0.045, -0.117, -0.077], [-0.027, -0.033, -0.072], [0.055, 0.092, -0.008], [0.020, 0.068, -0.210], [-0.009, 0.041, -0.001], [-0.063, -0.018, -0.120], [0.075, -0.056, 0.036], [0.076, -0.007, -0.094]]}

---

No. 4
{"formula": "C3H12N3S", "method": "the ωB97M-V functional and the def2-TZVPD basis", "total_energy_ha": -683.99008, "e_above_lowest_kj_mol": 13.0, "total_charge": -1, "orbital_gap_ev": 7.0, "e_homo_ev": -2.95, "species": ["S", "N", "N", "N", "C", "C", "C", "H", "H", "H", "H", "H", "H", "H", "H", "H", "H", "H", "H"], "xyz": [[-0.483, -0.296, -1.413], [1.927, 1.931, -1.574], [-1.798, -2.025, 1.277], [0.699, -1.866, 1.176], [-0.536, 1.523, -1.230], [0.764, 2.117, -0.685], [-0.555, -1.622, 1.909], [0.645, 3.186, -0.443], [1.723, 2.333, -2.484], [-0.626, -0.550, 2.118], [-1.335, 1.726, -0.516], [-1.750, -3.014, 1.066], [-1.871, -1.490, 0.409], [0.763, -2.858, 0.977], [-0.724, 1.940, -2.225], [0.982, 1.585, 0.252], [1.941, 0.924, -1.731], [-0.464, -2.183, 2.848], [0.699, -1.361, 0.267]], "forces_ev_per_a": [[0.107, 0.097, -0.318], [-0.136, -0.083, 0.374], [-0.186, 0.281, 0.190], [-0.050, 0.244, 0.011], [0.267, -0.400, 0.031], [0.041, -0.202, 0.040], [0.621, -0.298, -0.203], [0.049, -0.156, -0.158], [-0.128, 0.040, 0.005], [0.092, -0.158, 0.056], [-0.183, 0.419, -0.238], [-0.054, -0.005, -0.256], [0.013, -0.280, -0.143], [0.042, -0.011, -0.067], [-0.305, 0.295, 0.213], [0.075, 0.215, -0.121], [0.099, -0.017, -0.128], [-0.077, 0.294, 0.080], [-0.288, -0.274, 0.631]]}